Entry 1:
Here is a molecular structure, C15H13FNO5SbSe4Tc from the OMol25 dataset. Energies are from ωB97M-V/def2-TZVPD.

The geometry in ORCA input format:
```
! wB97M-V def2-TZVPD RIJCOSX def2/J DEFGRID3
* xyz 1 1
Tc -0.865 0.883 -0.495
O -2.848 -2.587 -0.984
C -2.234 -1.686 -0.511
O -2.014 -0.505 -1.137
C -1.627 -1.668 0.863
C -1.782 -2.592 1.880
C -1.254 -2.273 3.127
C -0.638 -1.041 3.342
C -0.523 -0.185 2.265
N -0.974 -0.539 1.073
C -0.045 1.241 2.252
O 0.428 1.830 3.164
O -0.307 1.804 1.033
H -2.323 -3.510 1.698
H -1.362 -2.967 3.949
H -0.276 -0.739 4.316
Se 2.346 3.800 -3.203
Sb 0.723 2.290 -3.870
Se 1.100 0.169 -1.379
Se -1.235 2.493 -2.134
Se 0.223 0.795 -5.563
F 1.480 -5.731 -0.529
C 1.390 -4.412 -0.704
C 2.230 -3.587 0.024
C 2.134 -2.217 -0.154
C 1.196 -1.714 -1.048
C 0.368 -2.555 -1.787
C 0.464 -3.925 -1.609
H 2.947 -4.023 0.707
H 2.771 -1.540 0.398
H -0.345 -2.152 -2.495
H -0.165 -4.611 -2.160
C 4.387 -0.720 2.758
C 3.083 0.051 2.745
O 2.705 0.469 1.424
H 4.702 -0.913 3.784
H 5.180 -0.149 2.271
H 4.292 -1.679 2.246
H 3.134 0.918 3.407
H 2.264 -0.577 3.098
H 3.334 1.141 1.140
*
```

Lowest unoccupied orbital energy (spin up / spin down) = -6.3 / -6.2 eV
HOMO (spin up / spin down) = -11.85 / -11.85 eV
DFT total energy = -11036.78585 Ha

Entry 2:
Here is a molecular structure, C8H11ClNO6Sn from the OMol25 dataset. Energies are from ωB97M-V/def2-TZVPD.

The geometry in ORCA input format:
```
! wB97M-V def2-TZVPD RIJCOSX def2/J DEFGRID3
* xyz 1 1
Sn -0.207 0.045 -0.436
C 2.051 -0.281 1.826
C 2.387 -1.305 0.768
C 1.791 -2.456 1.095
C 0.960 -2.255 2.311
C 1.042 -0.982 2.707
H 2.919 -0.006 2.418
H 3.080 -1.118 -0.046
H 1.891 -3.397 0.571
H 0.393 -3.037 2.797
H 0.610 -0.540 3.597
N -0.435 2.383 -0.432
C -0.056 3.277 0.697
C 1.447 3.304 0.943
C 1.979 2.139 1.727
O 2.653 2.208 2.709
O 1.525 0.939 1.212
H 0.044 2.692 -1.267
H -1.414 2.520 -0.644
H -0.593 2.962 1.588
H -0.377 4.283 0.462
H 1.711 4.196 1.501
H 1.980 3.346 -0.012
O -2.736 1.515 -2.804
Cl -2.223 0.216 -2.527
O -2.760 -0.820 -3.324
O -2.400 -0.097 -1.063
O -0.715 0.237 -2.639
*
```

Lowest unoccupied orbital energy = -4.6 eV
ΔE to the lowest compared entry with this formula, charge and spin = 0.0 kJ/mol
HOMO = -12.84 eV
DFT total energy = -1491.61363 Ha

Entry 3:
Here is a molecular structure, C22H47AlNO4Si2 from the OMol25 dataset. Energies are from ωB97M-V/def2-TZVPD.

The geometry in ORCA input format:
```
! wB97M-V def2-TZVPD RIJCOSX def2/J DEFGRID3
* xyz 1 1
O 1.996 1.568 1.123
O 2.832 0.580 -1.211
C 1.254 2.637 1.739
C 0.741 2.400 3.148
H 0.400 2.850 1.079
H 1.917 3.518 1.705
H -0.017 1.608 3.185
H 0.262 3.313 3.516
H 1.564 2.151 3.828
C 2.383 0.441 1.934
C 3.777 0.610 2.514
H 2.332 -0.432 1.258
H 1.634 0.280 2.734
H 4.517 0.568 1.701
H 3.950 -0.217 3.217
H 3.873 1.562 3.059
C 3.631 -0.445 -1.849
C 3.292 1.928 -1.392
C 4.358 -1.242 -0.797
H 4.354 0.003 -2.547
H 2.965 -1.098 -2.436
H 5.105 -0.621 -0.298
H 4.893 -2.081 -1.243
H 3.656 -1.618 -0.050
C 4.722 2.122 -0.965
H 2.621 2.523 -0.764
H 3.127 2.226 -2.443
H 4.827 1.842 0.089
H 4.968 3.181 -1.072
H 5.409 1.543 -1.592
H 0.879 0.246 -0.383
Al -1.508 -0.627 -0.147
C 0.242 -0.260 -1.232
Si -0.237 0.922 -2.670
H 1.110 -0.681 -1.778
H -0.255 -1.286 -1.104
C -0.365 2.626 -1.924
C -1.798 0.450 -3.594
C 1.087 0.713 -4.018
C -3.066 0.505 -0.344
Si -4.535 -0.194 0.570
H -3.358 0.669 -1.386
H -2.881 1.509 0.079
C -6.012 -0.115 -0.603
C -4.739 0.785 2.160
C -4.321 -1.975 1.120
H 0.711 1.091 -4.982
H 1.297 -0.359 -4.156
H 2.048 1.207 -3.819
H -1.250 2.682 -1.275
H -0.472 3.391 -2.702
H 0.510 2.879 -1.316
H -2.715 0.745 -3.082
H -1.824 -0.636 -3.769
H -1.800 0.941 -4.585
H -4.590 1.859 1.974
H -3.993 0.451 2.905
H -5.747 0.624 2.569
H -3.923 -2.033 2.143
H -3.675 -2.571 0.465
H -5.312 -2.450 1.128
H -6.959 -0.194 -0.049
H -5.962 -0.940 -1.332
H -6.006 0.836 -1.155
O -1.262 -0.952 3.665
C -1.147 -1.122 2.457
O -1.045 -0.143 1.562
C -1.106 -2.475 1.823
C -0.974 -3.642 2.551
C -0.805 -4.834 1.843
C -0.674 -4.793 0.444
C -0.861 -3.590 -0.235
N -1.157 -2.453 0.454
H -0.995 -3.548 3.639
H -0.733 -5.777 2.378
H -0.436 -5.687 -0.142
H -0.730 -3.495 -1.317
*
```

Lowest unoccupied orbital energy = -4.1 eV
ΔE to the lowest compared entry with this formula, charge and spin = 66.8 kJ/mol
HOMO = -11.88 eV
DFT total energy = -2043.47664 Ha

Entry 4:
Here is 2 unconnected molecules or ions with the total composition C10H19NO8S from the OMol25 dataset. Energies are from ωB97M-V/def2-TZVPD.

The geometry in ORCA input format:
```
! wB97M-V def2-TZVPD RIJCOSX def2/J DEFGRID3
* xyz 0 1
O 1.078 1.571 2.053
C 0.734 2.709 2.150
O 0.418 3.517 1.124
C -0.238 2.902 -0.001
C -1.740 2.851 0.203
C -2.173 2.034 1.420
C -3.631 1.621 1.377
O -3.825 0.519 0.458
C -3.297 -0.636 0.876
O -3.134 -0.979 2.002
O -2.981 -1.445 -0.175
C -2.395 -0.858 -1.312
S -0.664 -1.371 -1.468
O -0.600 -2.437 -2.427
O 0.088 -0.170 -1.710
H 0.650 3.236 3.109
H 0.180 1.915 -0.197
H -0.002 3.524 -0.862
H -2.161 2.401 -0.703
H -2.143 3.865 0.261
H -1.528 1.162 1.561
H -2.056 2.638 2.325
H -4.004 1.348 2.361
H -4.247 2.424 0.977
H -2.377 0.227 -1.271
H -2.878 -1.207 -2.224
H -0.340 -1.891 -0.257
C 4.733 -2.468 0.190
O 5.047 -1.512 0.870
N 3.723 -2.471 -0.705
C 3.392 -3.640 -1.489
C 2.945 -1.256 -0.885
H 5.260 -3.437 0.249
H 3.488 -3.433 -2.557
H 2.368 -3.966 -1.295
H 4.069 -4.454 -1.231
H 3.583 -0.435 -1.211
H 2.475 -0.962 0.055
H 2.185 -1.433 -1.642
*
```

Lowest unoccupied orbital energy = 0.5 eV
HOMO = -9.10 eV
DFT total energy = -1447.26109 Ha
SMILES = O=COCCCCOC(=O)OC[SH](=O)=O.CN(C)C=O